Entry 1:
Computed, not measured: a structure of composition C31H43BN10O2OsS4, with the ωB97M-V functional and the def2-TZVPD basis.

Structure (XYZ):
```
92
Properties=species:S:1:pos:R:3:mulliken_charge:R:1
Os -0.01 -0.52 -0.18 1.1741
S 0.60 1.36 1.05 -0.1158
S -0.99 -1.84 1.21 -0.3918
S 3.30 -0.93 -0.01 1.7102
S -1.73 0.76 -1.33 -0.4158
O 3.20 0.38 0.57 -0.7358
O 3.49 -2.08 0.82 -0.7414
N -0.17 -1.12 3.80 0.6197
N 0.05 -2.26 -1.56 -0.1514
N -4.24 -0.40 -1.11 0.4080
N -1.71 0.15 2.88 -0.1401
N -0.63 3.81 0.68 0.6723
N 1.74 -1.16 -0.70 0.2622
N 7.09 -0.89 -4.46 -0.4578
N 2.20 -3.24 -1.85 -0.2936
N -1.97 2.26 1.43 0.3698
N -3.39 0.24 0.81 0.5386
C -0.54 -3.30 -2.15 0.2460
C 0.99 -3.23 3.07 -2.2356
C 1.39 -2.30 -1.43 0.4957
C 1.89 4.03 0.33 -2.3156
C -3.46 -1.54 -3.16 -1.6136
C -0.72 2.51 1.04 -0.0958
C 0.51 4.66 0.15 1.2970
C 0.23 4.90 -1.33 -1.4656
C 5.14 -2.08 -1.61 -0.2156
C -5.15 -0.72 -0.12 -0.4426
C 4.39 -0.94 -1.33 -0.5232
C 0.89 -2.16 4.13 1.2346
C 1.60 -4.26 -2.47 -0.3904
C -1.89 4.37 0.82 -0.3537
C -4.63 -0.32 1.05 -1.1047
C -3.16 0.16 -0.53 0.0620
C 0.23 -4.34 -2.64 -1.0101
C 6.04 -2.06 -2.64 -0.9344
C 2.22 -1.40 4.23 -1.3559
C 4.54 0.22 -2.10 -0.5209
C -4.48 0.79 -3.27 -1.5400
C -5.89 -1.19 -2.77 -2.2059
C 6.21 -0.90 -3.43 1.1145
C 5.43 0.24 -3.14 -0.8709
C -4.50 -0.58 -2.59 1.1095
C 0.49 5.98 0.94 -1.6850
C -1.41 0.67 4.12 -1.2518
C 0.49 -2.79 5.46 -1.6578
C -2.71 3.42 1.28 -1.3207
C -0.46 -0.11 4.68 -0.3033
C -0.93 -0.93 2.71 0.4527
B -2.67 0.99 1.96 0.4642
H 7.72 -1.66 -4.59 0.2056
H -2.46 -1.11 -3.10 0.3991
H 2.09 3.77 1.36 0.4269
H -3.69 -1.73 -4.21 0.5121
H -0.42 6.56 0.77 0.4521
H -5.22 1.45 -2.82 0.4096
H -0.48 -3.28 5.38 0.4067
H 0.22 3.95 -1.87 0.2827
H 2.25 -5.05 -2.83 0.4775
H -3.51 -2.48 -2.62 0.4172
H 2.46 -0.91 3.29 0.2316
H 1.73 -3.95 3.42 0.5790
H 0.06 -3.78 2.93 0.4912
H 5.01 -2.97 -1.00 0.5018
H 0.02 -0.03 5.64 0.5893
H 6.64 -2.94 -2.86 0.3137
H -3.76 3.46 1.53 0.6809
H 2.04 3.16 -0.30 0.5270
H 3.01 -2.12 4.44 0.4663
H -5.97 -2.18 -2.32 0.4730
H 7.29 -0.04 -4.95 0.2033
H 1.23 -3.54 5.73 0.4554
H 1.37 -2.85 2.12 0.4174
H 1.33 6.59 0.61 0.4607
H 3.97 1.11 -1.86 0.4466
H 0.45 -2.07 6.27 0.4070
H -0.23 -5.18 -3.14 0.4392
H -3.50 1.26 -3.22 0.3214
H 2.22 -0.67 5.04 0.3972
H -6.06 -1.31 -3.84 0.4577
H -4.73 0.66 -4.32 0.4842
H -3.54 1.35 2.69 -0.1729
H 0.60 5.79 2.01 0.3935
H -1.61 -3.28 -2.22 0.3325
H 1.01 5.53 -1.75 0.4528
H -6.10 -1.17 -0.33 0.5793
H -5.04 -0.37 2.04 0.6442
H -1.91 1.54 4.50 0.6488
H 2.61 4.79 0.03 0.5941
H 5.56 1.13 -3.73 0.3247
H -6.68 -0.55 -2.38 0.5309
H -0.73 5.40 -1.49 0.3760
H -2.09 5.40 0.59 0.5883
```

Electronic energy (Eh): -3613.1093
E_HOMO (alpha / beta) (eV): -12.34 / -12.34
Net charge: +2
F_max (eV/A): 0.86
Orbital gap (alpha / beta) (eV): 5.37 / 5.37

---

Entry 2:
Computed, not measured: a cluster of 2 separate species, C4H11O in total in a non-equilibrium geometry, with the ωB97M-V functional and the def2-TZVPD basis.

Structure (XYZ):
```
16
Properties=species:S:1:pos:R:3:mulliken_charge:R:1
O 0.24 -3.00 -2.67 -0.8882
C -0.10 -1.78 -2.24 -0.1785
C -0.92 1.44 0.44 -1.0141
C 1.02 -0.06 1.21 -1.0816
C 0.05 1.06 1.56 -0.2166
H -1.76 2.05 0.78 0.3239
H 0.41 -0.93 0.97 0.2851
H -0.05 -1.63 -1.14 -0.1441
H -1.17 -1.51 -2.53 0.1237
H 0.59 1.93 1.95 0.2850
H 1.78 -0.14 1.98 0.3303
H -1.27 0.55 -0.07 0.2707
H 1.59 0.15 0.29 0.3014
H -0.40 2.07 -0.29 0.2725
H -0.54 0.73 2.42 0.2391
H 0.52 -0.94 -2.68 0.0917
```

Relative energy (zero: lowest compared OMol25 entry of this formula, charge and spin) (kJ/mol): 44.95
Electronic energy (Eh): -234.1941
E_HOMO (eV): -1.72
Net charge: -1
F_max (eV/A): 1.02
Orbital gap (eV): 5.33